Density functional theory data (ωB97M-V/def2-TZVPD) for a structure of composition C14H26CrF12N4O11S4.

Values from the calculation:
**<S²>**: 6.01
**Frontier orbital gap (alpha / beta)**: 9.456 / 10.091 eV
**2S+1**: 5
**E_LUMO (alpha / beta)**: 0.1 / 0.1 eV
**Calculated total energy**: -147792.394 eV
**Relative energy (zero: lowest compared OMol25 entry of this formula, charge and spin)**: 0.000 eV
**Charge**: 0

XYZ file:
```
72
Properties=species:S:1:pos:R:3:forces:R:3
Cr -11.648467 -20.357985 -0.782023 -0.425 0.103 -0.262
S -9.036932 -22.322022 -1.744351 1.203 0.584 -0.261
S -11.630540 -23.336309 -1.985929 -1.573 0.165 0.821
S -14.885325 -19.690666 -1.619380 -1.397 -1.321 -3.052
S -13.951366 -18.261894 0.433274 0.509 -0.873 1.406
F -9.021712 -22.054054 0.958522 -0.264 -0.005 -0.252
F -13.010114 -22.612203 -4.145267 -0.099 0.011 0.005
F -11.927602 -24.472354 -4.296282 0.061 -0.064 -0.348
F -14.075786 -15.593315 -0.004756 -0.250 -0.369 0.169
F -9.076517 -24.077561 0.160138 -0.083 0.160 0.299
F -16.156508 -20.699474 0.477371 -0.311 0.053 0.281
F -17.132580 -20.960056 -1.452855 -0.421 0.079 -0.035
F -12.123651 -16.425012 -0.203919 0.240 -0.282 -0.210
F -7.245256 -22.929230 0.118826 -0.283 0.128 -0.256
F -10.883727 -22.568492 -4.464395 0.204 -0.135 -0.144
F -15.500115 -22.213927 -0.874319 0.396 -0.357 -0.292
F -13.620761 -16.755369 -1.753176 0.388 0.061 -0.252
O -13.025599 -18.453122 1.532745 0.668 0.287 -0.962
O -14.525196 -20.382863 -2.840532 0.158 0.523 0.871
O -8.343823 -21.079108 -1.988873 -0.298 -0.465 0.484
O -9.943534 -19.110704 -0.166006 1.385 0.516 -0.127
O -12.954298 -23.056322 -1.437573 1.664 0.753 -0.660
O -15.692421 -18.494640 -1.721044 0.794 -0.963 0.339
O -15.302047 -18.146280 0.895133 0.392 0.196 -1.064
O -15.109443 -22.659234 2.757375 -0.326 -0.368 -0.697
O -8.720520 -23.460801 -2.557059 -0.409 0.533 0.385
O -12.953526 -17.689445 -4.383550 0.275 0.390 -0.113
O -11.149480 -24.660179 -1.714849 0.602 0.979 -0.225
N -10.603267 -21.985662 -1.602536 -1.001 -2.677 -0.781
N -12.092932 -21.163724 1.216530 -0.724 -0.416 1.402
N -13.567096 -19.520115 -0.728532 -1.658 2.696 2.397
N -11.399804 -19.029566 -2.581779 0.253 -0.308 -0.152
C -8.576695 -22.859337 -0.011066 0.587 -0.513 -0.244
C -11.656785 -19.604943 -3.923200 0.500 -0.175 -1.308
C -9.019858 -19.114481 0.931406 -0.526 -0.951 0.413
C -13.119252 -22.236282 1.490353 -0.553 -0.085 -1.393
C -10.009540 -18.512450 -2.526713 0.326 0.102 -0.331
C -13.973621 -21.841053 2.684001 0.056 -0.310 1.239
C -12.850070 -16.360312 -4.827714 -0.020 1.038 -0.786
C -11.952486 -18.509041 -4.967169 0.699 0.156 0.766
C -11.872654 -23.224913 -3.875925 0.134 -0.055 0.837
C -13.408690 -16.643907 -0.459134 -0.707 -0.096 0.553
C -12.469843 -23.611168 1.615825 -0.839 0.083 0.588
C -15.982825 -20.997649 -0.807437 0.364 0.908 0.187
C -16.197351 -22.155079 3.538684 0.887 -0.270 -1.208
C -9.580506 -18.105350 -1.113766 -1.456 0.521 -1.488
H -12.477411 -20.312749 -3.981538 -0.064 0.052 0.696
H -11.539260 -21.317639 2.066840 0.984 0.372 -0.731
H -11.045004 -17.919332 -5.155962 -0.008 0.156 0.209
H -14.263462 -20.782601 2.662207 0.049 0.054 -0.263
H -11.761067 -23.875963 0.836536 0.149 0.290 0.085
H -13.812792 -22.246624 0.651082 0.212 -0.061 -0.111
H -13.266680 -24.355440 1.567436 -0.005 0.009 -0.014
H -9.428585 -19.852770 1.618541 0.077 0.260 0.233
H -11.997460 -18.199040 -2.632666 -0.240 -0.225 0.732
H -9.288297 -19.214306 -2.945981 -0.383 -0.479 0.298
H -8.525541 -17.852388 -1.207996 0.159 -0.301 0.697
H -16.481231 -21.179000 3.136602 0.083 0.274 0.513
H -8.038977 -19.486004 0.634774 0.021 0.190 -0.300
H -8.944092 -18.144964 1.419325 -0.124 0.143 -0.141
H -12.958300 -16.299062 -5.916070 -0.128 -0.098 -0.032
H -12.055702 -23.703315 2.624672 0.416 -0.076 -0.151
H -10.734911 -20.106028 -4.216520 -0.139 -0.257 -0.128
H -10.173748 -17.225334 -0.862559 0.447 0.243 0.240
H -9.933709 -17.666110 -3.218794 0.084 0.353 0.407
H -17.024226 -22.818709 3.300535 -0.041 -0.162 0.510
H -12.207328 -18.889376 -5.959420 -0.461 -0.305 0.199
H -11.901070 -15.848492 -4.613280 0.294 -0.571 0.242
H -15.875350 -22.169924 4.578836 -0.536 0.277 0.227
H -13.415325 -22.009647 3.624115 0.262 0.332 -0.070
H -12.582346 -20.306030 1.490449 0.158 0.162 -0.117
H -13.592115 -15.688292 -4.398167 -0.388 -0.598 0.228
```
Positions in Å, forces in eV/Å.



Density functional theory data (ωB97M-V/def2-TZVPD) for a structure of composition C12H9Cl5MnNO5.

Values from the calculation:
**<S²>**: 6.07
**Frontier orbital gap (alpha / beta)**: 7.385 / 8.438 eV
**2S+1**: 5
**E_LUMO (alpha / beta)**: -1.8 / -0.9 eV
**Calculated total energy**: -118250.236 eV
**Relative energy (zero: lowest compared OMol25 entry of this formula, charge and spin)**: 0.613 eV
**Charge**: 0

XYZ file:
```
33
Properties=species:S:1:pos:R:3:forces:R:3
Mn -0.558637 -0.935511 -0.078629 0.202 2.403 0.786
Cl -0.918874 0.945440 -5.694978 -0.014 -0.010 0.020
Cl -0.648048 1.864418 -2.733982 0.034 0.382 0.097
Cl -1.004815 -2.093374 -6.366921 0.068 -0.038 -0.067
Cl -0.264021 -3.100799 -1.065262 0.095 -0.927 0.148
Cl -0.528683 -4.203646 -4.089913 -0.004 -0.051 0.071
O -1.700065 0.532000 0.261387 -0.452 -1.601 -1.647
O -0.741886 -1.627026 1.590746 -0.398 -1.752 -0.989
O 1.922630 -0.614970 -0.284307 -0.383 0.020 -0.406
O -1.105771 -1.819217 3.778778 -0.076 -0.206 -0.295
O -2.750916 2.061534 1.494350 -0.138 -0.151 -0.253
N 0.511818 0.739568 1.788178 0.415 0.072 -0.176
C 2.577819 -0.255692 0.926135 0.042 0.344 0.457
C -0.346256 1.900989 1.643395 -0.868 -0.122 -0.111
C -0.641487 -1.272364 2.809631 0.922 1.627 1.887
C -0.751329 -0.216208 -4.443088 0.026 -0.030 0.088
C -0.621008 0.192419 -3.113279 -0.046 -0.149 0.581
C 0.261277 -0.003263 3.016040 -0.569 -0.649 -0.032
C -0.449017 -2.058750 -2.447936 -0.062 1.119 -0.356
C -0.493019 -0.716391 -2.064985 -0.108 -0.868 -1.264
C -1.765375 1.476618 1.120290 1.353 1.298 1.397
C 1.928217 0.988826 1.540276 0.053 -0.380 -0.075
C -0.575249 -2.526292 -3.742061 -0.023 0.038 -0.123
C -0.755306 -1.576027 -4.755516 0.029 -0.144 0.251
H 2.468241 -1.117259 1.587291 0.046 0.049 -0.024
H 1.197036 -0.382701 3.439996 -0.084 0.095 -0.026
H -0.231529 0.608729 3.778605 0.125 0.004 -0.054
H 2.084699 0.087695 -0.934024 -0.154 -0.274 0.080
H -0.477795 2.455566 2.578528 0.026 0.001 -0.056
H 0.062356 2.578062 0.887465 -0.020 -0.083 0.053
H 3.645379 -0.086379 0.742299 -0.130 -0.044 0.054
H 2.461764 1.266910 2.460037 0.059 0.056 -0.104
H 2.017300 1.813216 0.826003 0.034 -0.028 0.089
```
Positions in Å, forces in eV/Å.



Which formula does entry 2 have? C12H9Cl5MnNO5



Look up the <S²> of the first one. 6.01